Run w
Here is a 2-piece molecular cluster, C4H13NO overall from the OMol25 dataset. Energies are from the ωB97M-V functional and the def2-TZVPD basis.

Each atom is followed by the atoms it is bonded to, with distances in Å.
CARTESIAN COORDINATES (ANGSTROEM)
1 C -1.088 -0.655 -0.583  C2 1.521, H6 1.116, H7 1.116, H8 1.083
2 C 0.249 -0.015 -0.240  C1 1.521, C3 1.560, H9 1.101, H10 1.077
3 C 0.126 1.466 0.235  C2 1.560, N4 1.483, H11 1.110, H12 1.100
4 N -1.112 1.596 1.040  C3 1.483, C5 1.453, H13 1.017
5 C -1.006 1.226 2.442  N4 1.453, H14 1.092, H15 1.115, H16 1.098
6 H -1.480 -0.329 -1.575  C1 1.116
7 H -0.937 -1.727 -0.854  C1 1.116
8 H -1.799 -0.687 0.235  C1 1.083
9 H 0.669 -0.347 0.722  C2 1.101
10 H 0.855 -0.197 -1.111  C2 1.077
11 H 1.170 1.821 0.365  C3 1.110
12 H -0.058 2.215 -0.549  C3 1.100
13 H -1.383 2.576 1.036  N4 1.017
14 H -0.407 0.328 2.609  C5 1.092
15 H -0.535 2.004 3.086  C5 1.115
16 H -1.966 0.907 2.867  C5 1.098
17 O 3.281 -3.249 -3.116  H18 0.963, H19 0.969
18 H 2.744 -3.984 -2.800  O17 0.963
19 H 2.674 -2.950 -3.810  O17 0.969

Output
- SMILES string: CCCNC.O
- Orbital gap: 0.3610 Eh
- Total charge: 0
- HOMO energy: -9.01 eV

The Mulliken scheme yields these atomic charges, measured in e: -1.050 -0.467 -0.671 -0.278 -0.898 0.251 0.340 0.299 0.213 0.420 0.301 0.372 0.260 0.293 0.325 0.291 -0.635 0.317 0.316

=====

Run x
Here is a 2-piece molecular cluster, C4H13NO overall from the OMol25 dataset. Energies are from the ωB97M-V functional and the def2-TZVPD basis.

Each atom is followed by the atoms it is bonded to, with distances in Å.
CARTESIAN COORDINATES (ANGSTROEM)
1 C 1.115 -0.995 0.345  C2 1.556, H6 1.088, H7 1.100, H8 1.084
2 C 0.948 0.278 -0.535  C1 1.556, C3 1.558, C4 1.535, H9 1.087
3 C 0.153 -0.236 -1.773  C2 1.558, H10 1.091, H11 1.089, H12 1.089
4 C 0.095 1.390 0.092  C2 1.535, N5 1.480, H13 1.103, H14 1.086
5 N 0.552 1.590 1.485  C4 1.480, H15 1.008, H16 1.001
6 H 0.216 -1.297 0.879  C1 1.088
7 H 1.879 -0.694 1.077  C1 1.100
8 H 1.557 -1.823 -0.197  C1 1.084
9 H 1.913 0.677 -0.837  C2 1.087
10 H -0.144 0.614 -2.388  C3 1.091
11 H 0.749 -0.915 -2.382  C3 1.089
12 H -0.774 -0.742 -1.503  C3 1.089
13 H -0.950 1.040 0.049  C4 1.103
14 H 0.142 2.326 -0.457  C4 1.086
15 H 0.338 0.738 1.978  N5 1.008
16 H 0.093 2.361 1.929  N5 1.001
17 O -2.756 -1.781 0.592  H18 0.970, H19 0.973
18 H -2.677 -1.543 1.528  O17 0.970
19 H -2.448 -0.988 0.119  O17 0.973

Output
- SMILES string: CC(C)CN.O
- Orbital gap: 0.3724 Eh
- Total charge: 0
- HOMO energy: -9.43 eV

The Mulliken scheme yields these atomic charges, measured in e: -1.430 0.629 -1.319 -0.529 -0.617 0.219 0.424 0.426 0.221 0.368 0.397 0.245 0.131 0.409 0.215 0.237 -0.657 0.319 0.314

=====

Energy relative to the most stable one, in eV: run w 1.274; run x 0.000